(1)
Formula: C41H79BF2N4O8
Source: the OMol25 dataset
Level of theory: ωB97M-V with the def2-TZVPD basis set

The geometry in ORCA input format:
```
! wB97M-V def2-TZVPD RIJCOSX def2/J DEFGRID3
* xyz 0 1
C -5.271 6.553 1.092
N -0.035 0.031 3.070
H -2.252 8.753 3.132
C 0.330 6.676 -1.257
O -0.964 -3.227 -2.688
O 6.642 -10.135 0.771
H -2.669 -2.141 -2.567
H -8.217 -2.409 -2.456
H -2.971 9.820 1.765
C -4.385 6.515 2.472
H 4.697 -6.337 -3.051
C -3.006 5.705 2.199
H 2.525 7.635 0.886
H -6.760 8.019 1.896
H -6.634 -2.935 -5.805
H -6.153 -3.736 -2.148
C 3.938 -5.873 -2.414
C 4.251 -0.252 -2.577
H 1.586 -0.793 -2.273
C 0.751 6.271 0.267
H -2.857 -3.813 -2.084
C -1.795 6.376 1.397
H 4.985 0.420 -3.028
C 3.872 -1.316 -3.593
H 1.296 6.395 3.093
C -6.799 -1.897 -6.102
H 7.025 -7.824 2.263
H -1.146 9.807 1.981
C 3.725 -6.678 -1.143
H 3.443 -7.706 -1.386
C 6.219 -7.832 1.528
O 1.961 -1.190 3.192
F -0.584 0.710 5.482
H -5.832 -2.003 -1.901
H 6.861 -10.255 3.538
C 1.398 7.535 1.084
H 7.583 -4.566 -1.487
H 5.336 -4.643 -0.406
C -0.853 -5.611 -2.092
C -0.359 4.087 1.592
H -5.163 8.809 1.223
C 1.344 -0.164 3.579
C -0.159 -4.261 -2.135
H -1.525 -3.292 0.031
N -1.471 2.063 2.964
H -6.103 -1.665 -6.913
H -5.568 -0.966 -4.579
F 2.055 0.728 4.424
H -6.544 4.839 2.013
H 1.637 5.534 0.138
H -4.549 2.293 1.934
O -7.507 -1.144 -3.869
H 4.736 -0.697 -1.703
H 0.421 7.817 -1.383
O -1.977 -0.692 4.344
H 4.626 -6.716 -0.529
C 7.478 -10.932 2.944
H -5.055 6.004 3.245
H 6.620 -7.417 0.597
C -0.918 -0.042 4.291
H 2.933 -6.229 -0.534
C -3.986 3.547 3.539
H -1.168 -5.911 -3.095
H -3.581 2.692 4.213
H 0.857 8.471 0.707
H -2.965 -2.284 -0.116
H 3.428 -0.856 -4.481
H 1.574 -1.327 0.164
H -5.710 2.379 3.187
H 1.326 0.646 -1.307
C 5.448 -4.264 -1.427
O -2.290 8.237 -0.450
H 5.427 -7.173 1.895
H -7.782 -3.196 -3.958
H 3.144 -2.022 -3.190
N -5.005 2.893 2.635
C -1.478 3.396 2.416
H 5.233 -9.640 2.207
H 3.189 -1.643 -0.476
H 4.871 -9.178 0.558
H -0.177 -6.373 -1.695
C -6.600 -0.935 -4.944
C 2.453 -0.859 -0.286
H 1.841 1.437 1.461
C 7.795 -10.360 1.573
H 8.382 -9.439 1.656
O 3.155 0.558 -2.172
C -1.999 -2.516 -0.572
O 4.262 -4.510 -2.173
C -6.406 5.416 1.035
H 8.400 -11.120 3.499
H 3.086 7.861 3.744
H 2.347 9.395 2.922
C -2.083 9.130 2.050
C 2.122 8.432 3.516
H -6.507 8.205 0.053
C -2.793 4.253 2.693
C 1.131 7.451 2.675
C 5.677 -9.232 1.294
H 8.417 -11.074 1.027
H -0.788 6.431 -1.345
H 0.953 6.147 -2.054
H -2.721 7.460 -0.893
C -2.186 -2.952 -2.016
H 6.826 -4.399 -3.085
H -4.575 6.446 0.171
H -4.189 7.581 2.873
C 6.702 -4.818 -2.082
C -5.968 8.016 1.048
H -1.744 -5.593 -1.462
C -6.116 -2.760 -2.640
H 5.542 -3.178 -1.345
H -4.483 4.286 4.280
H 2.892 -0.168 0.440
C -0.478 5.592 1.082
H 6.665 -5.904 -2.185
H 0.201 -3.969 -1.143
H -5.326 -2.795 -3.392
N 0.857 3.396 1.243
C -7.467 -2.423 -3.251
H -7.411 5.966 0.841
H 6.930 -11.873 2.847
H 0.726 -4.340 -2.773
H -6.771 0.085 -5.299
H -6.273 4.687 0.144
H 4.755 -1.886 -3.895
C 0.909 2.057 1.728
H -7.820 -1.825 -6.487
C 2.067 -0.120 -1.555
H 1.661 8.727 4.523
H -1.362 -1.627 -0.520
C -0.241 1.452 2.581
H 3.009 -5.874 -2.990
H 0.054 7.744 2.969
B -2.060 7.939 0.943
*
```

## Properties
- molar mass (g/mol) = 804.91
- frontier orbital gap (eV) = 7.205

=====

(2)
Formula: C41H79N5O11
Source: the OMol25 dataset
Level of theory: ωB97M-V with the def2-TZVPD basis set

The geometry in ORCA input format:
```
! wB97M-V def2-TZVPD RIJCOSX def2/J DEFGRID3
* xyz 0 1
H 17.355 -26.570 11.215
C 19.269 -23.493 11.791
H 20.375 -22.556 10.121
O 25.751 -26.913 14.591
H 23.701 -25.119 13.662
C 28.072 -26.653 10.720
C 24.320 -26.704 9.182
H 20.061 -26.535 8.713
H 20.376 -27.735 15.905
H 30.213 -25.054 12.916
C 26.164 -23.469 7.210
O 21.861 -27.316 13.490
O 26.747 -22.155 5.345
O 30.365 -26.072 10.580
C 22.032 -29.352 5.210
C 28.294 -31.225 7.421
H 29.415 -28.573 2.909
H 23.352 -31.548 5.739
C 20.347 -23.242 10.955
H 19.380 -32.520 8.302
H 23.650 -27.672 0.934
H 20.733 -22.584 6.925
H 25.006 -21.927 3.532
C 24.753 -25.229 13.398
H 21.961 -31.087 11.308
H 19.304 -23.658 6.788
H 22.682 -30.649 9.714
C 20.343 -23.584 7.112
H 25.914 -28.451 2.161
C 21.130 -32.026 9.612
H 22.223 -26.255 9.244
H 28.585 -24.545 12.523
H 27.719 -30.314 5.575
H 26.003 -27.440 4.435
H 30.300 -31.323 8.202
H 24.199 -23.744 5.790
H 26.748 -24.388 7.238
H 16.424 -26.514 9.672
N 29.871 -27.945 5.543
H 20.538 -31.337 7.671
O 22.509 -24.662 6.984
C 20.131 -28.979 13.316
H 28.266 -32.050 5.443
C 24.945 -27.701 12.531
H 26.248 -26.928 7.337
H 24.831 -25.051 12.326
C 24.159 -26.471 3.917
H 23.843 -28.199 7.880
C 19.646 -24.503 12.692
H 25.436 -24.560 13.922
H 19.436 -30.819 8.787
N 21.003 -24.684 12.515
H 19.949 -25.588 5.163
H 19.761 -26.101 10.324
C 25.159 -26.612 13.598
C 21.476 -23.831 11.549
H 19.034 -27.053 14.983
H 28.032 -26.626 9.631
O 21.500 -33.171 9.854
H 29.121 -32.090 9.161
H 20.590 -29.240 12.363
H 21.578 -25.185 13.177
H 23.015 -26.540 10.852
N 25.237 -27.304 3.791
C 28.845 -27.680 4.772
H 22.401 -25.998 2.661
H 16.794 -28.106 10.500
C 25.826 -27.861 7.710
O 22.167 -29.358 7.589
C 29.902 -27.988 6.982
C 29.335 -26.027 11.227
C 20.119 -27.063 15.087
H 20.662 -26.678 6.357
H 22.636 -27.840 9.781
H 28.970 -26.175 13.334
H 27.282 -25.954 10.995
C 20.805 -27.757 13.917
H 21.141 -29.917 10.207
C 29.235 -25.416 12.598
H 21.668 -26.008 4.972
H 22.659 -28.710 4.592
H 18.853 -25.304 8.932
H 27.896 -27.638 11.152
C 20.044 -31.699 8.573
H 24.538 -30.279 6.084
N 24.746 -23.016 5.353
H 25.224 -23.725 7.699
H 18.316 -23.009 11.635
H 30.069 -26.987 3.213
H 23.918 -28.027 12.369
O 27.322 -30.799 8.018
H 23.784 -31.089 7.499
H 20.549 -26.094 15.339
O 18.389 -28.365 8.829
C 23.954 -27.364 1.924
C 25.914 -22.766 5.899
H 23.885 -23.295 3.420
C 22.534 -29.841 6.518
H 21.766 -30.198 4.577
H 26.505 -28.420 8.355
C 21.761 -30.811 10.273
H 29.498 -32.921 7.645
H 25.329 -27.377 11.564
H 30.519 -27.156 7.318
H 30.747 -27.942 5.041
H 23.380 -21.862 4.286
N 24.577 -27.673 8.332
H 30.445 -28.883 7.285
H 19.028 -24.965 13.448
C 23.313 -26.559 2.805
H 21.134 -28.769 5.413
C 24.242 -22.492 4.065
C 25.144 -27.778 2.508
H 20.361 -29.857 13.920
C 29.408 -31.944 8.120
C 29.166 -27.590 3.307
H 28.964 -27.833 7.516
H 20.208 -23.666 8.191
H 29.395 -30.743 5.585
C 21.322 -24.714 6.654
H 25.536 -28.598 12.717
C 17.119 -27.088 10.285
H 24.111 -25.932 4.852
H 26.560 -22.766 7.944
H 19.084 -28.744 13.122
C 20.868 -25.839 5.693
C 19.249 -26.220 9.369
O 25.119 -25.795 9.427
C 23.650 -30.787 6.460
C 22.984 -26.807 9.795
H 25.613 -28.413 6.794
H 28.323 -27.103 2.816
O 27.650 -27.694 5.104
C 28.413 -31.081 5.918
H 22.535 -23.821 11.336
C 18.275 -27.272 9.436
*
```

## Properties
- molar mass (g/mol) = 818.11
- ΔE to the lowest compared entry with this formula, charge and spin (kcal/mol) = 48.7
- frontier orbital gap (eV) = 8.359

=====

(3)
Formula: C41H80F3O13S
Source: the OMol25 dataset
Level of theory: ωB97M-V with the def2-TZVPD basis set

The geometry in ORCA input format:
```
! wB97M-V def2-TZVPD RIJCOSX def2/J DEFGRID3
* xyz -1 1
O 1.587 -0.457 1.848
H -0.018 0.139 -4.984
H -3.146 3.789 2.266
S 1.148 -0.378 0.462
H 1.240 -0.797 -6.617
H -3.561 -5.433 -0.639
H 1.594 -5.894 1.693
H 2.579 5.347 -5.340
H -4.556 -2.780 1.138
C -3.380 3.745 -0.807
H 1.706 4.064 -6.116
H 6.078 -0.474 1.328
H -4.466 1.966 -1.187
H -4.017 -2.231 -4.847
H -3.484 -0.767 -0.192
H -1.725 5.212 5.727
H -3.755 -1.992 -2.290
C -2.176 2.793 3.890
O 1.362 -3.809 1.556
H -2.930 -4.858 0.905
O -5.358 -1.330 2.391
H 2.310 -2.406 -5.211
H 2.423 0.892 -3.312
H 4.810 3.653 5.161
C 0.182 1.281 0.398
C -2.247 3.187 -2.828
H -3.375 -1.866 1.941
C -2.654 -5.317 -0.048
H 6.082 -4.168 -0.094
O 0.153 -1.387 0.075
O -1.843 3.252 5.205
C -3.156 4.959 4.158
O -1.199 -1.944 -3.105
C 0.056 -4.480 3.363
H -1.989 -4.048 -1.751
F 0.248 1.946 1.551
H 3.439 0.101 3.518
C -3.426 -1.206 -2.970
H 4.081 -0.099 5.191
H -4.063 -0.322 -2.984
H 0.920 0.307 -2.680
C -1.881 -2.464 -4.257
C -4.483 0.574 1.290
C 5.932 1.888 4.415
H -3.843 4.647 -0.403
C 1.024 0.457 -4.876
H -3.146 4.369 6.331
H -1.305 4.286 -1.154
H -1.255 -2.269 -5.134
C 1.689 4.713 -5.235
C 4.045 0.550 4.308
H 0.465 -2.434 2.821
H 2.046 5.017 -2.338
C -3.175 -1.708 -4.399
H -2.521 5.230 -2.108
H -4.926 1.469 0.843
H -1.660 4.608 2.689
H -1.965 -3.547 -4.141
H -6.347 0.348 2.325
C 5.991 -1.456 1.789
H 3.208 2.463 3.704
H 6.720 1.447 5.032
C -2.512 4.072 3.110
C 6.862 -2.523 1.149
O 2.198 -0.353 -0.542
H -4.241 4.822 4.125
H -1.229 -6.456 1.111
H 5.839 -4.403 1.561
H 0.379 6.405 -5.698
H -2.954 2.027 3.901
C -4.280 2.901 -1.719
C 5.796 -3.605 0.800
H -5.258 -0.776 -0.221
C 0.405 5.480 -5.120
C -0.661 -6.248 -0.894
H -0.448 -4.162 4.283
H 4.102 -2.266 2.538
C 3.524 1.943 4.605
H -0.535 -5.332 3.015
H -5.215 3.395 -1.990
H 1.033 1.511 -5.166
H 2.059 -4.275 4.257
H 2.602 0.343 -6.284
H -1.585 2.381 -2.491
H -1.924 -0.768 -1.490
H -2.964 6.019 3.995
C -4.362 -1.756 1.466
H 0.180 -6.945 -0.787
H 6.325 2.697 3.797
H 4.794 2.265 6.291
H -0.698 -3.256 1.775
H -3.501 0.979 1.555
C 1.487 -4.926 3.597
H 3.033 -4.952 2.112
H 1.480 -5.938 4.020
C -1.735 -6.484 0.146
C 0.231 -3.378 2.329
H -1.930 3.582 -3.792
H 0.658 3.963 -2.406
C -1.987 -0.864 -2.573
C 4.539 -1.890 1.603
H -2.972 3.130 -0.005
C -2.245 4.257 -1.700
O -3.584 2.744 -2.954
C 1.891 -0.367 -5.860
C -5.309 0.098 2.523
C -4.381 -0.663 0.419
F 0.756 2.073 -0.513
O 5.299 0.836 3.715
H -1.597 0.083 -2.961
H 7.603 -2.905 1.851
H -2.919 -0.802 -4.956
H -0.654 5.688 -3.195
H -1.651 -3.324 -0.189
C 1.605 0.190 -3.516
H 6.184 -1.397 2.858
C 0.345 5.770 -3.607
H 2.729 1.973 5.355
H 3.899 -1.068 1.293
H -1.273 2.354 3.465
H 3.629 -1.320 -4.829
O -0.393 -4.877 -0.648
O 1.732 3.877 -4.093
C -1.672 -4.270 -0.728
C 2.536 -1.378 -4.912
H 7.350 -2.251 0.214
H -0.875 -6.451 -1.955
H -0.485 4.915 -5.399
O 2.033 -1.173 -3.595
C 1.940 -4.951 2.136
O 4.570 -2.953 0.643
C -2.508 4.495 5.451
C 1.250 4.666 -2.997
C 4.787 2.568 5.242
F -1.101 1.146 0.077
H -2.213 -7.471 0.104
H 0.833 6.712 -3.351
H -4.736 0.436 3.384
*
```

## Properties
- molar mass (g/mol) = 870.14
- frontier orbital gap (eV) = 8.130

=====

Q: Among the records above, which one has the lowest frontier orbital gap?
A: C41H79BF2N4O8